1.
Entry from the OMol25 dataset: an isolated molecule of C3H6BNO5 at a distorted geometry (ωB97M-V/def2-TZVPD).

The value obtained for the HOMO energy is -0.3649 Eh. For the LUMO energy, the calculation gives 0.4 eV. The orbital gap is 10.3 eV.

```
! wB97M-V def2-TZVPD RIJCOSX def2/J DEFGRID3
* xyz 0 1
O 2.24 -0.08 -0.60
N -0.16 -0.24 0.10
H -1.07 1.56 -0.49
B 1.19 -0.80 -0.06
O 1.38 -2.11 0.32
O -0.84 1.16 2.43
H 2.08 0.07 -1.54
H 2.13 -2.18 0.91
C -0.45 1.80 1.48
C -1.09 -0.80 -0.80
H -0.24 2.88 1.56
O -1.13 -0.57 -1.99
O -1.95 -1.63 -0.19
C -0.22 1.23 0.10
H 0.65 1.71 -0.34
H -2.51 -1.99 -0.89
*
```

2.
Entry from the OMol25 dataset: a structure of composition C29H35MoO5S at a distorted geometry (ωB97M-V/def2-TZVPD).

The value obtained for the HOMO energy (alpha / beta) is -0.0433 / -0.0915 Eh. For the LUMO energy (alpha / beta), the calculation gives 2.1 / 2.1 eV. The orbital gap (alpha / beta) is 3.2 / 4.6 eV.

```
! wB97M-V def2-TZVPD RIJCOSX def2/J DEFGRID3
* xyz -1 3
O 0.22 9.40 -1.01
H 3.60 3.14 -3.62
H 1.42 6.92 -2.64
O 2.95 9.02 0.03
H 2.89 9.56 2.55
C -0.79 -4.46 -2.50
C 2.79 5.67 -1.41
C 3.67 4.10 -3.11
H 0.32 4.76 -2.57
O 2.16 3.28 -1.30
H -1.52 10.21 -0.20
H -0.63 11.17 -1.41
H 0.04 -6.41 -2.05
C 0.71 -2.57 -2.25
Mo 0.24 0.01 -0.19
H 1.68 10.58 1.72
H 2.30 -5.51 -1.51
H 0.04 0.68 2.89
C -2.05 -0.94 -0.44
H -2.33 -1.99 -0.53
H 3.76 4.88 -3.88
H 1.36 5.27 -3.93
C -0.97 10.17 -1.15
C 1.26 7.33 -0.50
C -1.77 -0.04 -1.53
H 1.70 -2.54 0.42
H -2.32 -0.56 1.76
C -1.76 1.20 0.45
H 2.73 -3.06 -1.68
H 3.26 3.35 0.39
H 0.84 6.18 1.33
C 1.83 9.66 2.30
H -1.31 -2.41 -2.98
H 2.80 7.81 -1.93
C 0.62 0.16 2.13
H 2.16 1.69 1.53
C 2.27 -0.35 0.56
H -1.78 -4.85 -2.75
H 3.88 5.82 -1.45
S 1.06 -0.88 -2.35
C 1.71 0.71 1.38
C 1.07 6.02 0.27
O 1.36 8.54 1.55
C 0.23 -5.34 -2.11
H 3.20 -0.30 0.01
H -1.84 -0.28 -2.58
C 1.50 -4.83 -1.80
C 2.44 4.40 -2.26
C -0.55 -3.10 -2.61
C -1.58 1.28 -0.98
H -1.43 2.20 -1.55
H 4.59 4.10 -2.52
H 1.03 3.56 -3.65
H 3.14 5.63 0.75
H -0.17 -1.96 2.25
C 1.98 8.37 0.37
C 1.75 -3.47 -1.88
C 2.39 5.28 0.02
O -1.15 7.64 -0.59
C 1.21 4.52 -3.15
H -1.62 9.76 -1.94
C 1.49 -1.54 0.80
C -0.02 8.10 -0.72
C 2.32 3.78 0.04
H 1.49 3.39 0.66
C -2.04 -0.18 0.77
C 2.08 7.00 -1.76
H 0.23 5.47 -0.19
H 1.20 9.68 3.19
C 0.49 -1.23 1.78
H -1.78 2.04 1.14
*
```

no.,E (a.u.)
1,-573.835631
2,-1968.614110